w | Here is a 3-piece molecular cluster, C3H12NO2S overall from OMol25. Energies are from ωB97M-V/def2-TZVPD.

HOMO-LUMO gap	6.868	eV
lowest unoccupied orbital energy	3.8145	eV
charge	-1
2S+1	1
E_HOMO	-3.053	eV

Each atom is followed by the atoms it is bonded to, with distances in Å.
Positions of all 19 atoms, in Å:
1 C -2.3836 1.6477 -0.0314  C2 1.521, H6 1.110, H7 1.107, H8 1.094
2 C -1.8029 0.2542 0.1566  C1 1.521, C3 1.537, N5 1.495, H9 1.114
3 C -0.7630 -0.1027 -0.9180  C2 1.537, S4 1.877, H10 1.101, H11 1.105
4 S 0.7271 1.0136 -0.6793  C3 1.877
5 N -1.3063 0.0291 1.5482  C2 1.495, H12 1.001, H13 1.008
6 H -3.4356 1.7252 0.3141  C1 1.110
7 H -2.2777 1.8159 -1.1200  C1 1.107
8 H -1.7595 2.4557 0.3615  C1 1.094
9 H -2.5843 -0.5395 0.1508  C2 1.114
10 H -0.5157 -1.1745 -0.8743  C3 1.101
11 H -1.2235 -0.0829 -1.9225  C3 1.105
12 H -0.4443 -0.4805 1.5604  N5 1.001
13 H -1.2463 0.8809 2.0847  N5 1.008
14 H 2.6873 0.0743 1.2477  O16 0.956
15 H 3.0040 -0.1305 -0.2468  O16 0.969
16 O 3.1384 -0.5060 0.6367  H14 0.956, H15 0.969
17 H 0.1875 -2.2163 -0.1410  O19 0.983
18 H 1.7123 -2.3462 0.0199  O19 0.966
19 O 0.9240 -2.8655 -0.1840  H17 0.983, H18 0.966

=====

x | Here is a 3-piece molecular cluster, C3H12NO2S overall from OMol25. Energies are from ωB97M-V/def2-TZVPD.

HOMO-LUMO gap	5.764	eV
lowest unoccupied orbital energy	3.3598	eV
charge	-1
2S+1	1
E_HOMO	-2.404	eV

Each atom is followed by the atoms it is bonded to, with distances in Å.
Positions of all 19 atoms, in Å:
1 C -2.1698 -0.9417 1.7279  N2 1.460, H6 1.093, H7 1.110, H8 1.095
2 N -0.9497 -0.5229 1.0432  C1 1.460, C3 1.500, H9 1.008
3 C -0.6818 -1.4873 -0.0743  N2 1.500, C4 1.546, H10 1.089, H11 1.107
4 C 0.4469 -0.9202 -0.9657  C3 1.546, S5 1.820, H12 1.102, H13 1.087
5 S -0.2293 -0.4351 -2.5838  C4 1.820
6 H -1.9242 -1.6116 2.5554  C1 1.093
7 H -2.8683 -1.5196 1.0870  C1 1.110
8 H -2.8224 -0.1028 1.9903  C1 1.095
9 H -1.0612 0.3862 0.6215  N2 1.008
10 H -0.5790 -2.5292 0.2261  C3 1.089
11 H -1.6090 -1.5699 -0.6743  C3 1.107
12 H 1.3381 -1.5445 -1.1366  C4 1.102
13 H 0.8527 -0.0793 -0.4099  C4 1.087
14 H 2.2195 1.0139 2.3021  O16 0.969
15 H 1.2954 -0.0167 1.4692  O16 0.981
16 O 1.9274 0.7324 1.4221  H14 0.969, H15 0.981
17 H 1.1618 2.4552 1.3585  O19 0.977
18 H 1.7386 3.2689 0.1741  O19 0.976
19 O 1.3968 3.3629 1.0833  H17 0.977, H18 0.976

=====

Which of them is most stable? Easy: w.